Computed, not measured: C44H48F2NP2S2Si2TeW as an isolated structure, with ωB97M-V with the def2-TZVPD basis set.

Values from the calculation:
ΔE to the lowest compared entry with this formula, charge and spin: 0.592 eV
Total charge: +3
Orbital gap: 0.244 hartree
LUMO energy: -9.07 eV

Each line ends with the Löwdin charge.
CARTESIAN COORDINATES (ANGSTROEM)
W -1.354 -1.331 1.063  0.81
S -3.322 -1.113 0.188  0.23
P -0.396 1.539 -0.526  0.82
C -0.523 0.499 0.839  -0.82
P -0.603 0.516 2.532  0.89
S -2.537 -2.219 3.079  0.89
C -1.853 1.486 3.354  -0.36
C -1.823 1.627 4.742  -0.09
C -2.857 2.291 5.385  -0.04
C -3.913 2.810 4.648  -0.03
C -3.946 2.660 3.266  -0.04
C -2.924 1.991 2.616  -0.09
C 0.985 0.634 3.364  -0.37
C 1.335 1.822 4.007  -0.08
C 2.606 1.962 4.547  -0.04
C 3.526 0.926 4.445  -0.04
C 3.180 -0.255 3.799  -0.05
C 1.912 -0.403 3.259  -0.11
C 1.085 2.503 -0.524  -0.37
C 1.235 3.608 -1.372  -0.08
C 2.422 4.317 -1.358  -0.02
C 3.457 3.928 -0.514  -0.02
C 3.314 2.826 0.322  -0.04
C 2.133 2.106 0.319  -0.08
C -1.830 2.477 -0.974  -0.39
C -2.870 1.907 -1.711  -0.13
C -4.027 2.632 -1.932  -0.04
C -4.149 3.919 -1.419  -0.02
C -3.117 4.485 -0.679  -0.03
C -1.953 3.770 -0.452  -0.07
H -0.998 1.238 5.328  0.11
H -2.835 2.405 6.460  0.12
H -4.717 3.329 5.154  0.12
H -4.776 3.059 2.698  0.12
H -2.968 1.848 1.542  0.08
H 0.626 2.637 4.090  0.11
H 2.875 2.879 5.053  0.12
H 4.511 1.038 4.877  0.12
H 3.895 -1.064 3.727  0.12
H 1.651 -1.324 2.752  0.09
H 0.432 3.915 -2.029  0.10
H 2.542 5.178 -2.003  0.13
H 4.382 4.491 -0.507  0.13
H 4.122 2.534 0.980  0.12
H 2.015 1.253 0.976  0.08
H -2.786 0.906 -2.116  0.06
H -4.837 2.199 -2.505  0.12
H -5.053 4.485 -1.599  0.13
H -3.217 5.487 -0.285  0.13
H -1.154 4.213 0.131  0.12
F -1.033 -2.805 6.332  0.16
C -0.773 -3.204 5.105  -0.25
C -0.923 -2.185 4.071  -0.41
C -0.660 -2.597 2.700  -0.54
C -0.260 -3.950 2.425  -0.14
C -0.076 -4.793 3.481  -0.17
F 0.312 -6.041 3.291  0.15
C -0.336 -4.444 4.841  0.13
C -0.351 -4.322 1.019  -0.19
C -0.021 -5.573 0.497  0.04
C -0.383 -5.894 -0.792  0.01
C -1.093 -4.964 -1.548  -0.02
C -1.332 -3.730 -1.006  -0.18
N -0.932 -3.370 0.238  -0.06
H -0.729 -1.174 4.409  0.08
H -0.190 -5.180 5.620  0.16
H 0.479 -6.296 1.121  0.13
H -0.149 -6.871 -1.195  0.14
H -1.462 -5.198 -2.536  0.13
H -1.911 -2.998 -1.549  0.06
C 2.408 -3.347 -2.796  -0.16
Si 3.017 -1.867 -1.849  0.43
C 2.730 -2.091 -0.013  -0.17
C 4.754 -1.380 -2.256  -0.15
C 1.911 -0.396 -2.393  -0.44
Te -0.130 -0.582 -1.845  1.52
C -1.024 -0.712 -3.747  -0.47
Si -0.847 0.730 -5.045  0.45
C -2.559 1.026 -5.689  -0.15
C -0.191 2.250 -4.186  -0.17
C 0.328 0.075 -6.321  -0.16
H 2.972 -4.245 -2.534  0.05
H 2.515 -3.203 -3.874  0.05
H 1.356 -3.558 -2.584  0.01
H 3.325 -2.931 0.358  0.06
H 1.684 -2.325 0.202  -0.01
H 3.011 -1.207 0.565  0.03
H 5.448 -2.174 -1.968  0.05
H 5.047 -0.475 -1.720  0.04
H 4.889 -1.201 -3.324  0.05
H 1.887 -0.280 -3.479  0.02
H 2.229 0.553 -1.953  0.01
H -2.071 -0.968 -3.561  0.02
H -0.535 -1.611 -4.142  0.02
H -3.280 1.207 -4.890  0.03
H -2.911 0.181 -6.284  0.05
H -2.563 1.906 -6.337  0.06
H -0.938 2.648 -3.492  0.02
H -0.011 3.027 -4.933  0.06
H 0.753 2.096 -3.657  0.02
H -0.048 -0.853 -6.758  0.05
H 1.324 -0.119 -5.916  0.03
H 0.444 0.793 -7.136  0.05

=====

Computed, not measured: C44H48IrN9O3PS2Te as an isolated structure, with ωB97M-V with the def2-TZVPD basis set.

Values from the calculation:
ΔE to the lowest compared entry with this formula, charge and spin: 0.000 eV
2S+1: 6
Total charge: +2
Expectation value of S²: 8.783
Orbital gap (alpha / beta): 0.251 / 0.216 hartree
LUMO energy (alpha / beta): -4.64 / -7.57 eV

Each line ends with the Löwdin charge.
CARTESIAN COORDINATES (ANGSTROEM)
Ir 0.815 0.511 -0.726  0.78
C 0.131 -3.771 0.899  -0.02
C 1.147 -2.769 1.419  -0.34
C 0.576 -1.832 2.454  -0.04
C 2.085 -2.114 0.371  -0.46
C 2.932 -3.158 -0.380  -0.01
O 2.288 -3.319 -1.658  0.04
C 1.432 -2.327 -1.814  -0.30
N 1.250 -1.562 -0.791  0.02
C 0.779 -2.322 -3.198  -0.15
C 0.686 -3.591 -3.768  0.02
C -0.218 -3.760 -4.827  -0.05
C -0.987 -2.749 -5.302  -0.03
C -0.832 -1.469 -4.727  -0.05
C 0.089 -1.223 -3.738  -0.32
P 0.345 0.485 -3.150  1.01
C 1.839 0.949 -4.147  -0.31
C 2.875 0.000 -4.228  -0.08
C 4.049 0.334 -4.896  -0.07
C 4.287 1.623 -5.290  -0.07
C 3.253 2.562 -5.264  -0.07
C 2.086 2.240 -4.652  -0.10
C -1.032 1.488 -3.706  -0.36
C -1.103 1.941 -5.070  -0.08
C -2.121 2.783 -5.487  -0.06
C -3.003 3.288 -4.581  -0.07
C -3.028 2.900 -3.249  -0.04
C -2.069 1.947 -2.874  -0.12
H -0.459 -4.126 1.750  0.09
H 0.691 -4.576 0.455  0.08
H -0.536 -3.197 0.243  0.07
H 1.887 -3.336 1.973  0.14
H -0.115 -1.114 1.998  0.05
H 1.441 -1.238 2.893  0.07
H 0.071 -2.336 3.229  0.07
H 3.356 -0.723 0.227  0.01
H 3.032 -4.074 0.165  0.14
H 3.955 -2.752 -0.528  0.15
H 1.208 -4.407 -3.240  0.14
H -0.287 -4.800 -5.181  0.13
H -1.726 -2.952 -6.056  0.12
H -1.340 -0.668 -5.210  0.09
H 2.694 -0.994 -3.809  0.10
H 4.756 -0.438 -5.215  0.12
H 5.223 1.894 -5.780  0.12
H 3.407 3.534 -5.701  0.12
H 1.353 3.020 -4.525  0.11
H -0.363 1.548 -5.779  0.12
H -2.236 3.051 -6.499  0.11
H -3.686 4.075 -4.852  0.12
H -3.786 3.238 -2.594  0.10
H -2.097 1.649 -1.820  0.06
O 2.854 -1.150 0.994  -0.11
N 3.753 0.132 -1.011  -0.01
C 5.053 0.368 -1.224  -0.11
C 5.469 1.606 -1.567  -0.06
C 4.551 2.651 -1.658  -0.02
C 3.199 2.374 -1.402  -0.17
C 2.805 1.066 -1.096  -0.49
S 0.297 2.563 -0.474  0.29
H 5.662 -0.518 -1.205  0.12
H 6.510 1.793 -1.783  0.12
H 4.892 3.651 -1.857  0.12
H 2.452 3.149 -1.513  0.03
Te 2.376 1.740 2.184  1.42
C 3.109 1.064 4.008  -0.95
C 2.795 1.555 5.255  -0.23
C 3.569 1.060 6.317  -0.11
C 4.511 0.135 5.810  -0.36
S 4.504 0.047 4.132  0.99
H 1.965 2.229 5.300  0.09
H 3.435 1.214 7.363  0.11
H 5.316 -0.377 6.307  0.08
N -3.047 3.862 3.417  0.13
N -1.661 3.933 3.454  -0.27
N -1.033 4.844 4.193  0.14
C 0.211 4.716 3.749  -0.20
N 0.324 3.702 2.884  -0.10
N -0.916 3.231 2.697  0.05
H -3.486 4.652 2.952  0.11
H -3.418 2.925 3.202  0.05
H 0.930 5.391 4.184  0.12
C -4.693 -3.128 3.650  -0.05
C -3.438 -2.316 3.768  -0.20
N -3.653 -0.857 3.851  -0.04
C -4.277 -0.311 5.097  -0.14
C -5.863 -0.162 4.993  -0.04
C -3.397 -0.026 2.843  -0.40
O -3.577 1.190 2.999  0.01
C -2.994 -0.493 1.486  -0.11
C -3.685 -1.408 0.740  0.04
C -3.140 -1.707 -0.531  0.00
C -1.961 -1.147 -0.971  -0.14
N -1.289 -0.250 -0.237  -0.08
C -1.885 0.148 0.917  -0.07
H -4.464 -4.159 3.715  0.07
H -5.198 -2.968 2.695  0.07
H -5.350 -2.840 4.485  0.08
H -2.706 -2.515 2.983  0.11
H -2.955 -2.568 4.703  0.12
H -3.750 0.645 5.386  0.14
H -3.993 -1.077 5.815  0.11
H -6.069 0.403 4.058  0.08
H -6.221 0.458 5.804  0.07
H -6.328 -1.172 4.970  0.06
H -4.575 -1.864 1.104  0.11
H -3.581 -2.402 -1.248  0.13
H -1.463 -1.443 -1.900  0.10
H -1.471 1.000 1.447  0.08